(1)
Below is a cluster of 2 separate species, C11H18 in total, with properties calculated with ωB97M-V/def2-TZVPD.

## Properties
- Kohn-Sham gap (eV) = 10.0
- SMILES = Cc1ccccc1.CC(C)C
- energy above the lowest of the compared OMol25 structures with the same formula, charge and spin (kcal/mol) = 6.3
- highest occupied orbital energy (eV) = -9.1
- M (g/mol) = 150.3
- charge = 0

Last column: natural (NBO) charge in e.
Atoms and positions in Å:
C 4.384 -2.451 -0.193  -0.628
C 3.086 -1.712 -0.434  -0.020
C 3.131 -0.341 -0.709  -0.203
C 1.979 0.349 -1.035  -0.208
C 0.761 -0.326 -1.037  -0.229
C 0.693 -1.668 -0.737  -0.194
C 1.874 -2.372 -0.483  -0.219
H 4.882 -2.130 0.722  0.220
H 5.032 -2.319 -1.059  0.218
H 4.213 -3.528 -0.108  0.213
H 4.100 0.148 -0.679  0.207
H 1.978 1.417 -1.198  0.213
H -0.149 0.223 -1.252  0.209
H -0.238 -2.214 -0.764  0.211
H 1.814 -3.449 -0.383  0.208
C -1.925 2.561 0.071  -0.606
C -2.388 1.207 0.641  -0.228
C -2.674 1.242 2.131  -0.599
C -3.601 0.734 -0.155  -0.607
H -1.452 3.218 0.804  0.206
H -2.777 3.103 -0.344  0.204
H -1.195 2.420 -0.726  0.205
H -1.594 0.468 0.484  0.196
H -3.522 1.867 2.412  0.201
H -2.834 0.215 2.483  0.207
H -1.800 1.627 2.661  0.207
H -3.476 0.795 -1.240  0.207
H -3.799 -0.336 -0.042  0.205
H -4.501 1.253 0.167  0.202

=====

(2)
Below is a structure of composition C27H19BCoF7N4S2, with properties calculated with ωB97M-V/def2-TZVPD.

## Properties
- Kohn-Sham gap (alpha / beta) (eV) = 5.5 / 5.5
- multiplicity = 2
- expectation value of S² = 0.760
- energy above the lowest of the compared OMol25 structures with the same formula, charge and spin (kcal/mol) = 0.0
- highest occupied orbital energy (alpha / beta) (eV) = -3.5 / -3.4
- M (g/mol) = 666.3
- charge = -1

Last column: natural (NBO) charge in e.
Atoms and positions in Å:
Co -0.007 -0.960 -0.308  0.973
C 1.688 3.132 -3.074  -0.262
C 0.394 3.368 -3.512  -0.174
C -0.670 2.957 -2.726  -0.247
C -0.388 2.305 -1.528  0.162
N 0.849 2.097 -1.099  -0.383
C 1.865 2.495 -1.852  0.054
C -1.462 1.820 -0.613  0.182
C -2.651 2.519 -0.484  -0.195
C -3.567 2.120 0.475  -0.159
C -3.259 1.049 1.286  -0.192
C -2.072 0.364 1.064  0.192
N -1.203 0.725 0.111  -0.446
C -1.652 -0.791 1.905  0.263
C -2.359 -1.234 3.008  -0.232
C -1.805 -2.237 3.786  -0.151
C -0.562 -2.742 3.453  -0.250
C 0.063 -2.282 2.305  0.101
N -0.490 -1.346 1.540  -0.445
H 2.544 3.426 -3.667  0.216
H 0.211 3.851 -4.463  0.215
H -1.687 3.102 -3.064  0.216
H 2.849 2.272 -1.454  0.219
H -2.837 3.392 -1.094  0.211
H -4.503 2.649 0.595  0.215
H -3.949 0.715 2.042  0.224
H -3.333 -0.832 3.239  0.217
H -2.342 -2.616 4.646  0.212
H -0.083 -3.508 4.047  0.220
H 1.015 -2.665 1.966  0.246
S 2.296 -0.290 0.270  -0.487
C 3.131 -1.834 0.106  -0.088
C 4.505 -1.906 0.376  -0.276
C 5.231 -3.077 0.239  -0.251
C 4.586 -4.234 -0.183  -0.258
C 3.228 -4.190 -0.453  -0.228
C 2.479 -3.016 -0.315  -0.249
S 0.749 -3.107 -0.673  -0.304
H 4.998 -0.997 0.701  0.203
H 6.292 -3.087 0.458  0.192
H 5.134 -5.162 -0.300  0.193
H 2.712 -5.085 -0.781  0.205
F -3.627 -3.167 0.556  -0.566
B -3.606 -2.310 -0.540  1.352
F -4.084 -2.918 -1.692  -0.564
F -4.372 -1.155 -0.252  -0.586
F -2.247 -1.886 -0.775  -0.596
F 1.470 -0.435 -6.997  -0.322
C 0.363 0.070 -6.430  0.971
F 0.389 1.404 -6.648  -0.331
F -0.690 -0.409 -7.115  -0.323
C 0.274 -0.240 -4.959  -0.116
C 1.413 -0.522 -4.227  -0.193
C 1.288 -0.734 -2.864  0.073
N 0.109 -0.651 -2.240  -0.445
C -0.991 -0.413 -2.957  0.063
C -0.955 -0.199 -4.324  -0.234
H 2.386 -0.583 -4.692  0.228
H 2.138 -0.944 -2.229  0.257
H -1.928 -0.426 -2.416  0.244
H -1.870 -0.011 -4.866  0.233

=====

(3)
Below is an isolated molecule of C5H5NS at a distorted geometry, with properties calculated with ωB97M-V/def2-TZVPD.

## Properties
- Kohn-Sham gap (eV) = 8.8
- SMILES = C#C/C(C=C)=N/S
- energy above the lowest of the compared OMol25 structures with the same formula, charge and spin (kcal/mol) = 79.6
- highest occupied orbital energy (eV) = -8.7
- M (g/mol) = 111.2
- charge = 0

Last column: natural (NBO) charge in e.
Atoms and positions in Å:
C -0.412 2.632 1.436  -0.175
C -0.487 1.634 0.784  -0.068
C -0.598 0.288 0.262  0.132
C 0.661 -0.528 0.233  -0.236
C 1.377 -0.956 -0.808  -0.351
N -1.664 0.023 -0.420  -0.510
S -1.971 -1.407 -1.216  0.244
H -0.481 3.540 2.111  0.255
H 1.090 -0.635 1.217  0.215
H 2.220 -1.631 -0.645  0.209
H 1.077 -0.859 -1.817  0.200
H -0.811 -2.100 -1.139  0.086

=====

(4)
Below is a structure of composition C42H50I2IrN7O6Si2Te at a distorted geometry, with properties calculated with ωB97M-V/def2-TZVPD.

## Properties
- Kohn-Sham gap (alpha / beta) (eV) = 4.8 / 4.1
- multiplicity = 6
- expectation value of S² = 8.904
- energy above the lowest of the compared OMol25 structures with the same formula, charge and spin (kcal/mol) = 6.0
- highest occupied orbital energy (alpha / beta) (eV) = -8.4 / -10.0
- M (g/mol) = 1378.7
- charge = +1

Last column: Löwdin spin population.
Atoms and positions in Å:
Ir -0.991 0.267 0.016  0.824
I -0.652 4.029 -3.585  0.065
C -1.029 4.328 -1.555  0.178
C -1.365 5.577 -1.058  -0.009
C -1.634 5.748 0.286  0.210
I -2.128 7.677 0.951  0.069
C -1.589 4.651 1.194  0.011
C -1.847 4.729 2.576  0.028
C -1.800 3.591 3.340  -0.003
C -1.521 2.366 2.725  0.031
N -1.263 2.270 1.440  0.096
C -1.265 3.374 0.682  0.051
C -0.955 3.187 -0.717  0.079
O -0.658 2.037 -1.175  0.255
H -1.422 6.418 -1.734  -0.003
H -2.083 5.683 3.026  0.002
H -1.975 3.634 4.406  0.000
H -1.505 1.443 3.297  0.002
C -4.599 2.145 6.507  0.003
O -4.550 0.795 6.918  0.047
C -3.400 0.107 6.759  0.092
C -3.394 -1.210 7.241  -0.020
C -2.280 -1.999 7.122  0.078
C -1.117 -1.512 6.489  0.038
C -1.120 -0.175 6.034  0.112
C -2.244 0.615 6.165  0.000
N -0.064 -2.340 6.308  0.566
N 0.963 -2.120 5.585  0.507
C 1.014 -1.896 4.276  0.019
C 2.206 -1.383 3.709  0.151
C 2.203 -0.750 2.487  -0.032
C 1.012 -0.584 1.760  0.155
O 0.916 0.141 0.668  0.160
C -0.150 -1.262 2.221  0.031
N -1.263 -1.172 1.431  0.062
C -2.311 -1.925 1.718  -0.022
C -2.335 -2.792 2.802  0.054
C -1.260 -2.823 3.671  -0.020
C -0.150 -2.021 3.410  0.058
H -5.611 2.481 6.715  0.000
H -4.396 2.247 5.436  0.001
H -3.894 2.758 7.076  0.001
H -4.294 -1.582 7.711  -0.003
H -2.289 -3.017 7.487  0.004
H -0.218 0.229 5.591  0.006
H -2.219 1.636 5.808  -0.003
H 3.113 -1.436 4.295  0.008
H 3.110 -0.303 2.101  -0.006
H -3.154 -1.859 1.043  -0.001
H -3.198 -3.421 2.960  0.004
H -1.267 -3.490 4.520  0.000
C 3.038 2.762 0.807  0.003
Si 4.075 2.569 -0.759  0.025
C 5.133 1.006 -0.726  0.003
C 5.177 4.074 -1.061  0.006
C 2.860 2.574 -2.237  0.072
Te 1.542 0.889 -2.253  0.622
C 2.921 -0.267 -3.406  0.072
Si 2.835 -0.002 -5.305  0.017
C 2.394 1.770 -5.787  0.007
C 1.526 -1.170 -6.003  0.001
C 4.579 -0.388 -5.927  0.003
H 3.620 2.551 1.704  0.000
H 2.191 2.074 0.789  0.003
H 2.648 3.779 0.897  0.000
H 5.835 1.048 0.107  0.000
H 5.726 0.907 -1.637  0.001
H 4.533 0.102 -0.609  0.002
H 5.929 4.169 -0.277  0.001
H 4.599 4.999 -1.078  0.000
H 5.703 3.996 -2.013  0.000
H 3.381 2.592 -3.194  0.004
H 2.245 3.471 -2.164  0.004
H 2.710 -1.312 -3.175  0.003
H 3.913 -0.022 -3.029  0.008
H 1.502 2.103 -5.253  0.006
H 2.176 1.817 -6.855  0.000
H 3.200 2.478 -5.590  0.000
H 0.557 -0.670 -6.016  0.000
H 1.436 -2.086 -5.419  0.000
H 1.770 -1.451 -7.029  0.000
H 5.311 0.321 -5.538  0.000
H 4.605 -0.321 -7.015  0.001
H 4.903 -1.392 -5.650  0.000
N -3.736 0.772 -1.235  -0.009
C -2.754 0.471 -0.684  -0.004
H -4.494 1.058 -1.815  0.000
C -3.502 -5.122 -2.251  0.000
C -2.709 -3.953 -1.672  0.001
C -1.349 -3.664 -2.380  0.003
C -0.448 -4.908 -2.422  0.000
C 0.884 -4.612 -3.109  0.000
C -1.640 -3.219 -3.796  0.001
O -2.039 -3.949 -4.672  0.001
N -1.447 -1.878 -4.051  0.006
C -0.932 -0.931 -3.181  0.017
O -0.754 0.215 -3.626  0.082
N -0.628 -1.290 -1.921  0.092
C -0.686 -2.595 -1.501  0.008
O -0.280 -2.908 -0.399  0.004
H -4.478 -5.178 -1.771  0.000
H -2.985 -6.065 -2.085  0.000
H -3.652 -5.000 -3.321  0.000
H -2.481 -4.149 -0.622  0.000
H -3.314 -3.040 -1.720  0.000
H -0.963 -5.695 -2.969  0.000
H -0.279 -5.241 -1.399  0.000
H 0.723 -4.316 -4.147  0.000
H 1.518 -5.497 -3.105  0.000
H 1.415 -3.810 -2.592  0.000
H -1.641 -1.559 -4.991  0.001

=====

(5)
Below is a cluster of 5 separate species, C15H43N2O9P2S in total, with properties calculated with ωB97M-V/def2-TZVPD.

## Properties
- Kohn-Sham gap (eV) = 7.1
- highest occupied orbital energy (eV) = -11.2
- M (g/mol) = 489.5
- charge = +1

Last column: Mulliken charge in e.
Atoms and positions in Å:
C -0.176 -6.749 1.020  -0.991
S 0.846 -5.604 0.150  1.013
O 0.167 -4.347 0.004  -0.504
O 2.189 -5.651 0.644  -0.610
P 1.027 -6.154 -1.961  0.484
C 2.458 -7.309 -2.213  -0.636
N 3.406 -6.744 -3.152  -0.501
C -0.536 -6.878 -2.594  -0.824
O -1.577 -6.414 -1.790  -0.304
N -2.707 -5.658 -2.572  0.400
O -2.926 -6.140 -3.565  -0.189
P 1.239 -4.154 -3.006  0.359
O 0.073 -4.113 -3.908  -0.534
H 0.141 -6.656 2.060  0.470
H -1.209 -6.450 0.869  0.333
H 0.010 -7.761 0.661  0.365
H 2.018 -8.241 -2.579  0.431
H 2.885 -7.489 -1.225  0.406
H 4.335 -6.689 -2.757  0.240
H 3.461 -7.286 -4.003  0.221
H -0.438 -7.969 -2.557  0.503
H -0.633 -6.574 -3.646  0.526
H 2.511 -4.284 -3.575  0.171
H 1.332 -3.248 -1.939  0.133
C -1.025 -0.461 2.127  -1.075
C -0.703 -0.495 0.642  0.703
C -1.897 -0.945 -0.185  -1.327
O 0.419 -1.348 0.400  -0.523
H -1.295 -1.463 2.475  0.363
H -0.158 -0.133 2.700  0.183
H -1.857 0.210 2.344  0.348
H -0.387 0.497 0.312  0.091
H -2.195 -1.957 0.105  0.270
H -1.646 -0.959 -1.246  0.328
H -2.752 -0.283 -0.041  0.399
H 0.176 -2.235 0.687  0.291
C 1.843 3.628 5.307  -1.077
C 1.588 2.129 5.332  0.376
C 2.384 1.407 4.255  -1.039
O 0.196 1.858 5.193  -0.543
H 1.531 4.044 4.345  0.154
H 1.268 4.125 6.087  0.310
H 2.901 3.853 5.453  0.390
H 1.858 1.729 6.312  0.328
H 2.090 1.770 3.265  0.128
H 2.193 0.334 4.291  0.251
H 3.456 1.574 4.373  0.424
H -0.086 2.215 4.341  0.301
C -2.126 5.202 0.958  -1.336
C -1.042 4.637 1.858  0.356
C -0.202 3.593 1.141  -0.596
O -1.608 4.074 3.044  -0.554
H -2.806 4.404 0.640  0.333
H -2.715 5.947 1.492  0.349
H -1.705 5.666 0.065  0.301
H -0.398 5.448 2.204  0.350
H -0.833 2.751 0.840  0.040
H 0.574 3.207 1.805  -0.015
H 0.276 4.002 0.250  0.408
H -2.197 3.361 2.772  0.358
C -1.350 7.401 -4.467  -1.283
C -0.777 6.710 -3.241  0.404
C -0.140 5.375 -3.592  -1.148
O -1.784 6.538 -2.244  -0.507
H -2.131 6.783 -4.919  0.347
H -1.794 8.358 -4.193  0.323
H -0.579 7.577 -5.218  0.372
H -0.031 7.357 -2.775  0.249
H -0.889 4.701 -4.019  0.344
H 0.270 4.900 -2.700  0.188
H 0.662 5.498 -4.321  0.377
H -2.472 5.973 -2.614  0.324

=====

(6)
Below is an isolated molecule of C2H6N4 at a distorted geometry, with properties calculated with ωB97M-V/def2-TZVPD.

## Properties
- Kohn-Sham gap (eV) = 10.9
- SMILES = N#CC(N)(N)N
- energy above the lowest of the compared OMol25 structures with the same formula, charge and spin (kcal/mol) = 35.7
- highest occupied orbital energy (eV) = -10.2
- M (g/mol) = 86.1
- charge = 0

Last column: natural (NBO) charge in e.
Atoms and positions in Å:
N 3.063 0.156 -0.350  -0.287
C 1.943 0.192 -0.154  0.243
C 0.528 0.056 0.028  0.282
N -0.085 0.215 -1.295  -0.772
N 0.265 -1.355 0.498  -0.842
N 0.014 1.058 0.967  -0.841
H 0.029 -0.730 -1.671  0.366
H -1.104 0.184 -0.989  0.344
H 0.338 -1.465 1.489  0.380
H -0.619 -1.701 0.140  0.364
H -0.596 1.800 0.408  0.376
H 0.764 1.761 1.323  0.387

=====

(7)
Below is an isolated molecule of C17H18FNO3, with properties calculated with ωB97M-V/def2-TZVPD.

## Properties
- Kohn-Sham gap (eV) = 9.3
- SMILES = O=C(C[C@@H](c1ccc(F)cc1)c1ccco1)N1CCOCC1
- energy above the lowest of the compared OMol25 structures with the same formula, charge and spin (kcal/mol) = 14.8
- highest occupied orbital energy (eV) = -8.7
- M (g/mol) = 303.3
- charge = 0

Last column: natural (NBO) charge in e.
Atoms and positions in Å:
O 1.641 0.915 -1.449  -0.624
C 1.300 0.640 -0.315  0.698
C 0.961 -0.789 0.077  -0.485
C -0.567 -0.963 0.165  -0.271
C -1.188 -0.558 -1.157  -0.029
C -1.101 -1.390 -2.264  -0.180
C -1.630 -1.005 -3.482  -0.269
C -2.245 0.229 -3.578  0.394
F -2.767 0.613 -4.762  -0.326
C -2.347 1.079 -2.493  -0.274
C -1.814 0.675 -1.283  -0.181
C -0.935 -2.366 0.533  0.301
C -0.321 -3.569 0.338  -0.324
C -1.185 -4.549 0.888  -0.312
C -2.257 -3.871 1.373  0.085
O -2.114 -2.550 1.165  -0.402
N 1.144 1.602 0.628  -0.453
C 0.932 1.434 2.047  -0.244
C 2.164 1.957 2.803  -0.076
O 2.430 3.299 2.482  -0.521
C 2.652 3.457 1.096  -0.078
C 1.442 2.982 0.289  -0.259
H 1.344 -1.423 -0.722  0.240
H 1.437 -1.084 1.012  0.222
H -0.970 -0.304 0.942  0.227
H -0.618 -2.352 -2.174  0.219
H -1.567 -1.643 -4.349  0.229
H -2.831 2.036 -2.603  0.229
H -1.885 1.332 -0.428  0.210
H 0.627 -3.745 -0.127  0.228
H -1.022 -5.607 0.914  0.229
H -3.149 -4.196 1.870  0.204
H 0.756 0.394 2.310  0.216
H 0.059 2.030 2.343  0.199
H 1.996 1.926 3.881  0.198
H 3.034 1.329 2.551  0.163
H 2.833 4.520 0.936  0.199
H 3.541 2.884 0.791  0.169
H 1.645 3.032 -0.781  0.256
H 0.572 3.601 0.533  0.193

=====

(8)
Below is a cluster of 2 separate species, C11H15N in total at a distorted geometry, with properties calculated with ωB97M-V/def2-TZVPD.

## Properties
- Kohn-Sham gap (eV) = 8.7
- SMILES = Cc1c[nH]c2ccccc12.CC
- energy above the lowest of the compared OMol25 structures with the same formula, charge and spin (kcal/mol) = 16.8
- highest occupied orbital energy (eV) = -7.8
- M (g/mol) = 161.2
- charge = 0

Last column: natural (NBO) charge in e.
Atoms and positions in Å:
C 2.706 0.066 -0.500  -0.631
C 1.270 0.176 -0.928  -0.080
C 0.706 1.133 -1.711  -0.030
N -0.595 0.851 -2.041  -0.526
C -0.898 -0.386 -1.528  0.143
C -1.982 -1.228 -1.713  -0.242
C -2.084 -2.375 -0.961  -0.218
C -1.072 -2.694 -0.041  -0.235
C 0.108 -1.987 -0.047  -0.193
C 0.217 -0.797 -0.772  -0.102
H 3.031 0.801 0.235  0.216
H 3.345 0.317 -1.337  0.222
H 2.790 -0.901 -0.084  0.221
H 1.141 2.082 -1.961  0.205
H -1.109 1.360 -2.732  0.410
H -2.557 -1.007 -2.608  0.209
H -3.002 -2.937 -0.966  0.213
H -1.181 -3.601 0.526  0.210
H 0.789 -2.289 0.745  0.210
C -0.809 1.612 1.845  -0.615
C 0.397 1.736 2.764  -0.603
H -1.494 0.799 2.072  0.207
H -1.511 2.446 1.871  0.200
H -0.368 1.506 0.854  0.211
H 1.110 0.919 2.646  0.201
H 0.096 1.740 3.794  0.198
H 0.955 2.656 2.579  0.199